(1)
Density functional theory data (wB97M-V/def2-TZVPD) for a structure of composition C4H7O3Sc.

The HOMO-LUMO gap (spin up / spin down) is 8.95 / 6.95 eV. The calculation puts the LUMO energy (spin up / spin down) at -4.940 / -6.945 eV. The energy relative to the best compared isomer or geometry (same formula, charge and spin) comes out at 0.0 kJ/mol. The multiplicity is 2. Its net charge is +1. For the total energy, the calculation gives -1142.75002 Eh.

Element x y z (Å)
1 H -3.675 0.657 1.450
2 O -0.624 -0.422 1.853
3 C 0.174 -1.368 1.640
4 C 0.835 -1.609 0.409
5 O 0.744 -0.863 -0.654
6 C 1.000 0.561 -0.692
7 C -0.093 1.241 -1.502
8 O -1.363 1.155 -0.993
9 Sc -2.062 0.490 0.672
10 H 0.331 -2.141 2.409
11 H 1.564 -2.419 0.344
12 H 1.971 0.669 -1.191
13 H 1.045 0.952 0.332
14 H -0.073 0.793 -2.517
15 H 0.225 2.304 -1.559

Löwdin analysis output, partial charges in e:
1 H -0.129
2 O -0.129
3 C -0.149
4 C -0.029
5 O -0.005
6 C -0.108
7 C -0.291
8 O -0.317
9 Sc 1.263
10 H 0.156
11 H 0.159
12 H 0.154
13 H 0.136
14 H 0.145
15 H 0.145

(2)
Density functional theory data (wB97M-V/def2-TZVPD) for a structure of composition C38H67F6N10O8P.

The HOMO-LUMO gap is 6.49 eV. The calculation puts the LUMO energy at -0.779 eV. The multiplicity is 1. For the total energy, the calculation gives -3577.26845 Eh.

Element x y z (Å)
1 C -2.997 -5.082 -1.368
2 C -2.474 -4.189 -2.399
3 N -3.021 -2.820 -2.140
4 C -4.244 -2.241 -2.633
5 C -4.209 -0.888 -2.401
6 N -3.078 -0.594 -1.650
7 C -2.331 -1.767 -1.599
8 C -2.750 0.767 -1.470
9 H -2.552 -6.075 -1.308
10 H -4.068 -5.202 -1.530
11 H -2.978 -4.546 -0.419
12 H -2.790 -4.437 -3.413
13 H -1.385 -4.140 -2.387
14 H -4.940 -2.861 -3.179
15 H -4.872 -0.107 -2.743
16 H -1.361 -1.778 -1.124
17 H -2.637 1.354 -2.382
18 H -1.820 0.889 -0.914
19 H -3.537 1.260 -0.900
20 C 4.148 -2.425 -4.500
21 C 2.581 -2.201 -4.492
22 N 2.225 -0.806 -4.164
23 C 2.529 0.318 -4.976
24 C 2.020 1.450 -4.330
25 N 1.128 0.973 -3.356
26 C 1.359 -0.376 -3.204
27 C 0.122 1.740 -2.643
28 H 4.734 -1.798 -5.172
29 H 4.269 -3.440 -4.878
30 H 4.576 -2.338 -3.501
31 H 2.179 -2.862 -3.724
32 H 2.220 -2.644 -5.420
33 H 3.245 0.231 -5.780
34 H 2.229 2.475 -4.599
35 H 0.781 -1.025 -2.562
36 H 0.602 2.215 -1.788
37 H -0.665 1.038 -2.365
38 H -0.430 2.397 -3.316
39 C -1.948 5.489 -1.896
40 C -1.920 3.962 -2.127
41 N -2.710 3.252 -1.243
42 C -4.013 2.985 -1.302
43 C -4.385 2.329 -0.109
44 N -3.266 2.098 0.700
45 C -2.197 2.626 -0.082
46 C -2.988 1.464 1.939
47 H -1.229 6.130 -2.406
48 H -1.823 5.698 -0.834
49 H -2.917 5.860 -2.231
50 H -0.921 3.528 -2.090
51 H -2.071 3.654 -3.161
52 H -4.580 3.342 -2.149
53 H -5.423 2.105 0.088
54 H -1.202 2.583 0.335
55 H -1.937 1.207 2.072
56 H -3.370 0.451 2.066
57 H -3.294 2.202 2.680
58 C 5.665 -1.958 4.233
59 C 4.371 -2.598 4.787
60 N 3.257 -1.810 4.298
61 C 2.251 -1.323 5.099
62 C 1.402 -0.653 4.186
63 N 1.769 -0.814 2.882
64 C 2.963 -1.471 2.909
65 C 1.046 -0.432 1.729
66 H 6.647 -2.394 4.416
67 H 5.674 -0.956 4.661
68 H 5.630 -1.700 3.175
69 H 4.329 -2.816 5.854
70 H 4.445 -3.554 4.269
71 H 2.254 -1.319 6.179
72 H 0.593 0.006 4.463
73 H 3.708 -1.557 2.132
74 H -0.036 -0.380 1.850
75 H 1.177 -1.121 0.894
76 H 1.452 0.488 1.310
77 C 2.506 3.577 1.087
78 C 1.996 2.212 1.639
79 N 1.142 2.355 2.856
80 C 1.703 2.726 4.101
81 C 0.719 2.689 5.011
82 N -0.435 2.372 4.356
83 C -0.206 2.265 3.078
84 C -1.728 2.382 5.041
85 H 1.847 4.445 1.102
86 H 2.765 3.548 0.029
87 H 3.480 3.929 1.426
88 H 2.840 1.589 1.935
89 H 1.432 1.647 0.897
90 H 2.773 2.867 4.113
91 H 0.797 2.920 6.063
92 H -0.923 2.173 2.275
93 H -1.700 2.632 6.101
94 H -2.052 1.344 5.122
95 H -2.527 2.898 4.509
96 C -1.759 0.213 2.898
97 C -1.529 -0.842 3.993
98 O -1.094 -0.463 5.059
99 O -2.023 -1.965 3.699
100 H -2.096 -0.195 1.945
101 H -0.872 0.702 2.495
102 H -2.363 1.038 3.276
103 C -0.846 -3.461 1.046
104 C -0.226 -3.832 -0.349
105 O -0.289 -5.043 -0.747
106 O 0.020 -2.893 -1.113
107 H -1.392 -2.518 1.018
108 H -0.086 -3.300 1.810
109 H -1.487 -4.229 1.481
110 C 0.054 -0.596 -0.581
111 C -0.027 0.812 0.000
112 O -0.627 0.903 1.116
113 O 0.309 1.859 -0.523
114 H 0.802 -1.132 0.005
115 H 0.259 -0.671 -1.649
116 H -0.918 -1.056 -0.401
117 C 2.832 0.025 -0.658
118 C 4.094 -0.627 -0.098
119 O 4.170 -0.784 1.131
120 O 4.998 -0.933 -0.904
121 H 2.778 1.095 -0.859
122 H 2.046 -0.375 -0.018
123 H 2.705 -0.403 -1.652
124 P -1.445 -0.963 -4.444
125 F -2.069 -0.877 -5.965
126 F -0.690 0.458 -4.592
127 F -2.838 -0.252 -3.911
128 F -0.719 -1.129 -2.956
129 F -2.148 -2.387 -4.109
130 F -0.163 -1.814 -5.028

Results of the Löwdin charge analysis, in e, for atoms 1 through 99:
1 C -0.085
2 C -0.180
3 N -0.001
4 C 0.007
5 C -0.068
6 N -0.027
7 C -0.017
8 C -0.081
9 H 0.093
10 H 0.073
11 H 0.078
12 H 0.127
13 H 0.105
14 H 0.128
15 H 0.133
16 H 0.052
17 H 0.116
18 H 0.081
19 H 0.029
20 C -0.055
21 C -0.144
22 N -0.010
23 C 0.016
24 C 0.006
25 N -0.048
26 C -0.073
27 C -0.057
28 H 0.061
29 H 0.070
30 H 0.068
31 H 0.130
32 H 0.116
33 H 0.120
34 H 0.120
35 H 0.091
36 H 0.043
37 H 0.072
38 H 0.087
39 C -0.025
40 C -0.210
41 N -0.073
42 C -0.041
43 C -0.026
44 N -0.014
45 C 0.078
46 C -0.125
47 H 0.081
48 H 0.079
49 H 0.074
50 H 0.090
51 H 0.140
52 H 0.159
53 H 0.144
54 H 0.144
55 H -0.020
56 H 0.152
57 H 0.132
58 C -0.072
59 C -0.177
60 N -0.057
61 C 0.014
62 C -0.033
63 N 0.016
64 C 0.092
65 C -0.060
66 H 0.076
67 H 0.070
68 H 0.065
69 H 0.123
70 H 0.117
71 H 0.124
72 H 0.080
73 H 0.025
74 H 0.110
75 H 0.063
76 H 0.044
77 C -0.036
78 C -0.150
79 N 0.044
80 C 0.004
81 C -0.027
82 N -0.040
83 C -0.044
84 C 0.020
85 H 0.074
86 H 0.068
87 H 0.072
88 H 0.136
89 H 0.049
90 H 0.140
91 H 0.140
92 H 0.127
93 H 0.112
94 H 0.080
95 H 0.095
96 C -0.203
97 C -0.710
98 O -0.053
99 O -0.023

(3)
Density functional theory data (wB97M-V/def2-TZVPD) for a structure of composition C19H17BeIN2S2.

The HOMO-LUMO gap is 4.85 eV. The calculation puts the LUMO energy at 4.883 eV. The multiplicity is 1. Its net charge is -2. For the total energy, the calculation gives -1952.64527 Eh.

Element x y z (Å)
1 Be 1.529 -1.617 -0.611
2 C -2.029 1.426 -2.257
3 N -0.791 0.708 -2.103
4 C -0.478 0.001 -3.139
5 C 0.731 -0.766 -3.211
6 C 1.267 -1.177 -4.471
7 C 2.594 -1.600 -4.181
8 C 2.751 -1.474 -2.785
9 N 1.663 -1.071 -2.178
10 C -2.595 1.768 -0.894
11 C -2.583 3.081 -0.395
12 C -3.138 3.381 0.877
13 C -3.586 2.306 1.625
14 C -3.555 0.987 1.127
15 C -3.047 0.727 -0.124
16 H -2.751 0.884 -2.941
17 H -1.818 2.363 -2.811
18 H -0.998 0.097 -4.070
19 H 0.654 -1.178 -5.385
20 H 3.388 -1.876 -4.837
21 H 3.658 -1.647 -2.168
22 H -2.202 3.913 -1.030
23 H -3.213 4.454 1.223
24 H -4.080 2.542 2.578
25 H -3.975 0.144 1.665
26 H -2.892 -0.298 -0.460
27 S 3.155 -1.625 0.711
28 C 2.543 -1.139 2.257
29 C 3.156 -1.721 3.387
30 C 2.893 -1.238 4.655
31 C 1.829 -0.318 4.832
32 C 1.157 0.182 3.686
33 C 1.484 -0.241 2.415
34 S 0.761 0.512 1.019
35 H 3.869 -2.492 3.163
36 H 3.371 -1.682 5.542
37 H 1.523 0.052 5.840
38 H 0.262 0.785 3.842
39 I 0.335 -3.932 -1.115
40 C 0.052 -0.894 0.324
41 H -0.368 -1.635 0.991
42 H -0.527 -0.691 -0.594

Löwdin analysis output, partial charges in e:
1 Be -0.312
2 C -0.232
3 N 0.026
4 C -0.132
5 C -0.279
6 C -0.071
7 C -0.121
8 C -0.235
9 N -0.052
10 C -0.229
11 C -0.049
12 C -0.115
13 C -0.125
14 C -0.080
15 C -0.065
16 H 0.121
17 H 0.105
18 H 0.101
19 H 0.085
20 H 0.052
21 H 0.094
22 H 0.106
23 H 0.103
24 H 0.088
25 H 0.098
26 H 0.124
27 S 0.644
28 C -0.685
29 C -0.159
30 C -0.142
31 C -0.131
32 C -0.140
33 C -0.604
34 S 0.791
35 H 0.070
36 H 0.080
37 H 0.080
38 H 0.083
39 I -0.172
40 C -0.666
41 H -0.015
42 H -0.039

(4)
Density functional theory data (wB97M-V/def2-TZVPD) for a cluster of 2 separate species, C10H15N3O2 in total.

The HOMO-LUMO gap is 9.04 eV. The calculation puts the LUMO energy at 0.488 eV. The energy relative to the best compared isomer or geometry (same formula, charge and spin) comes out at 500.0 kJ/mol. The multiplicity is 1. For the total energy, the calculation gives -704.66969 Eh.

Element x y z (Å)
1 C 1.118 2.909 -2.176
2 C 0.231 3.244 -1.108
3 C 1.011 0.568 -1.583
4 C 0.184 1.016 -0.535
5 C 1.370 -0.205 1.677
6 C 1.282 -0.820 -2.140
7 C -1.059 0.596 2.085
8 C -0.965 -2.288 1.543
9 C -1.689 -1.128 -0.487
10 C -0.092 -0.148 1.215
11 N 1.401 1.587 -2.337
12 N -0.128 2.250 -0.344
13 N -0.580 -1.347 0.595
14 O 2.097 -1.077 0.980
15 O 1.780 0.484 2.531
16 H 1.727 3.582 -2.739
17 H -0.312 4.157 -1.051
18 H 2.147 -1.372 -1.663
19 H 0.390 -1.396 -2.103
20 H 1.597 -0.688 -3.114
21 H -0.677 1.654 2.356
22 H -2.007 0.841 1.591
23 H -1.158 -0.019 3.071
24 H -0.943 -3.191 1.026
25 H -0.401 -2.394 2.476
26 H -1.984 -2.097 1.887
27 H -1.601 -0.026 -0.572
28 H -1.596 -1.623 -1.433
29 H -2.654 -1.496 -0.045
30 H 1.509 -1.573 0.394

Löwdin analysis output, partial charges in e:
1 C -0.061
2 C -0.098
3 C -0.257
4 C -0.069
5 C -0.535
6 C -0.007
7 C -0.053
8 C -0.135
9 C -0.006
10 C -0.275
11 N 0.101
12 N 0.095
13 N -0.234
14 O 0.114
15 O 0.151
16 H 0.091
17 H 0.095
18 H 0.105
19 H 0.045
20 H 0.047
21 H 0.111
22 H 0.078
23 H 0.123
24 H 0.074
25 H 0.112
26 H 0.085
27 H 0.068
28 H 0.059
29 H 0.094
30 H 0.080